43
Properties=species:S:1:pos:R:3:forces:R:3 method="wB97M-V/def2-TZVPD" s2=2.057 charge=+1 lumo_energy_ha="-0.1672 / -0.2664" multiplicity=3 homo_energy_ev="-12.07 / -12.06" homo_lumo_gap_ev="7.52 / 4.81"
Au -0.609023 -0.899893 -2.329972 0.1 -0.2 -0.1
F 5.706235 2.320982 -0.363900 0.0 0.0 0.0
C 4.466222 1.879968 -0.432394 0.0 0.0 0.0
C 3.579122 2.142363 0.592857 0.0 0.0 0.0
F 3.964099 2.836525 1.649425 0.0 0.0 0.0
C 2.284262 1.666173 0.497325 0.0 0.0 0.1
F 1.464198 1.937635 1.512388 0.0 0.0 0.0
C 1.829789 0.933851 -0.593769 0.0 0.0 0.0
P 0.109300 0.344251 -0.532273 -0.1 0.1 0.0
C -0.929694 1.805562 -0.328846 0.1 0.0 0.0
C -0.477705 3.060432 -0.725600 0.0 0.0 0.1
C -1.330901 4.151707 -0.662324 0.0 0.0 0.0
C -2.632601 3.990610 -0.211520 0.0 0.0 0.0
C -3.088967 2.735768 0.169408 0.0 0.0 0.0
C -2.243936 1.639651 0.105912 0.0 0.0 0.0
C -0.007969 -0.692689 0.945023 0.0 0.0 0.0
C -0.449835 -0.204961 2.170692 0.0 0.0 0.0
C -0.517628 -1.054553 3.265891 0.0 0.0 0.0
C -0.130486 -2.380933 3.147146 0.0 0.0 0.0
C 0.326925 -2.869126 1.929369 0.0 0.0 0.0
C 0.379767 -2.029172 0.829591 0.0 0.0 0.0
C 2.747221 0.680781 -1.623108 0.0 0.0 0.0
Br 2.357363 -0.277412 -3.200994 0.0 0.0 0.0
C 4.045391 1.151037 -1.535129 0.0 0.0 0.0
F 4.927670 0.923125 -2.498252 0.0 0.0 0.0
H 0.537803 3.195866 -1.077380 0.0 0.0 0.0
H -0.976213 5.128247 -0.962802 0.0 0.0 0.0
H -3.294454 4.844553 -0.158656 0.0 0.0 0.0
H -4.105972 2.608347 0.514781 0.0 0.0 0.0
H -2.612984 0.661090 0.388873 0.0 0.0 0.0
H -0.745699 0.829995 2.274028 0.0 0.0 0.0
H -0.870077 -0.675106 4.215390 0.0 0.0 0.0
H -0.181820 -3.037387 4.005449 0.0 0.0 0.0
H 0.637343 -3.901734 1.839138 0.0 0.0 0.0
H 0.742169 -2.409224 -0.121472 0.0 0.0 0.0
S -0.534782 -4.971150 -3.391399 0.1 -0.2 -0.1
C -1.449713 -3.825845 -2.654416 -0.2 0.1 0.0
S -1.615730 -2.495063 -3.754155 0.0 0.1 0.2
C -1.977178 -3.906425 -1.333855 0.0 0.1 -0.1
C -1.717133 -5.043337 -0.534680 0.0 0.1 0.0
N -1.482380 -5.960266 0.122979 0.0 0.0 0.0
C -2.755444 -2.852645 -0.795958 0.0 0.0 0.0
N -3.366555 -1.981598 -0.352813 0.0 0.0 0.0



44
Properties=species:S:1:pos:R:3:forces:R:3 method="wB97M-V/def2-TZVPD" s2=8.797 charge=0 lumo_energy_ha="-0.0203 / -0.0689" multiplicity=6 homo_energy_ev="-7.97 / -8.33" homo_lumo_gap_ev="7.42 / 6.45" de_lowest_kcal_mol=0.0
Fe 1.304790 0.725981 -0.164310 0.0 0.0 -0.1
Cl 5.031412 -2.450615 0.153850 0.0 0.0 0.0
C 3.413060 -2.768377 -0.360599 0.0 0.1 0.0
C 3.043083 -4.090085 -0.673491 0.0 0.0 0.0
C 1.775933 -4.387810 -1.082046 0.1 0.0 0.0
Cl 1.359569 -6.029295 -1.469434 0.0 0.0 0.0
C 0.798955 -3.368865 -1.192795 0.0 0.0 0.0
C -0.540354 -3.557042 -1.601124 0.0 0.0 0.0
C -1.389638 -2.487817 -1.667478 0.0 0.0 0.0
C -0.920163 -1.214584 -1.300977 -0.1 0.0 0.0
N 0.314329 -1.015611 -0.908250 0.1 0.0 0.1
C 1.188721 -2.058568 -0.865551 0.0 0.0 0.0
C 2.518803 -1.721062 -0.454836 0.0 0.0 0.0
O 2.808660 -0.466210 -0.183834 -0.1 -0.1 0.0
H 3.785062 -4.871620 -0.589282 0.0 0.0 0.0
H -0.876900 -4.550491 -1.865002 0.0 0.0 0.0
H -2.415828 -2.603454 -1.984908 0.0 0.0 0.0
H -1.566680 -0.345412 -1.327174 0.0 -0.1 0.0
Cl -2.905404 -2.781538 1.822477 0.0 0.0 0.0
C -1.720181 -1.524834 1.883776 0.0 0.0 0.0
C -2.093528 -0.218579 1.574460 0.0 -0.1 0.0
C -1.150187 0.781192 1.592038 0.1 0.1 0.0
C 0.203846 0.511319 1.928607 0.0 0.0 0.1
C 1.212959 1.520082 1.837149 -0.1 0.0 0.0
C 0.535219 -0.828703 2.265169 0.0 -0.1 0.0
C -0.410498 -1.830366 2.237950 0.1 0.1 0.0
H -3.120571 -0.004809 1.310575 0.0 0.0 0.0
H -1.434158 1.797036 1.343800 0.0 0.0 0.0
H 2.174438 1.329672 2.297850 0.0 0.0 0.0
H 0.902665 2.556066 1.762233 0.0 0.0 0.0
H 1.561924 -1.064539 2.519222 0.0 0.0 0.0
H -0.142418 -2.849237 2.482491 0.0 0.0 0.0
F -2.709837 6.311806 -0.299793 0.0 0.0 0.0
C -1.923976 5.258965 -0.534345 0.1 0.0 0.0
C -2.463949 4.072306 -0.998796 0.0 0.0 0.0
F -3.778429 3.975394 -1.206559 0.0 0.0 0.0
C -1.642268 2.987120 -1.241276 0.0 0.1 0.0
F -2.197057 1.840239 -1.669341 0.0 0.0 0.0
C -0.259870 3.036531 -1.037821 0.0 -0.2 -0.1
O 0.502378 1.989099 -1.296719 0.0 0.2 0.0
C 0.250782 4.244445 -0.558747 0.0 0.0 0.0
F 1.564137 4.340034 -0.311022 0.0 0.0 0.0
C -0.558997 5.338755 -0.312154 -0.1 0.0 0.0
F -0.029835 6.473501 0.146010 0.0 0.0 0.0



61
Properties=species:S:1:pos:R:3:forces:R:3 method="wB97M-V/def2-TZVPD" s2=4.167 charge=0 lumo_energy_ha="-0.1148 / -0.0576" multiplicity=4 homo_energy_ev="-9.74 / -9.77" homo_lumo_gap_ev="6.62 / 8.21" de_lowest_kcal_mol=17.0
Mn 0.618474 1.361441 1.295940 0.0 -0.4 -0.2
O 6.006700 -0.378785 0.207988 0.1 -0.1 -0.2
C 4.845786 0.258742 0.344135 -0.3 0.3 0.2
C 4.563772 1.088835 1.435118 0.1 0.1 -0.1
C 3.322393 1.663227 1.508190 -0.3 0.1 0.4
N 2.383323 1.455959 0.579300 1.1 -0.1 -0.1
C 2.630310 0.631131 -0.445151 -0.4 0.0 0.0
C 3.850960 0.037456 -0.618189 0.2 0.0 -0.2
C 1.340572 0.307962 -1.181457 0.4 0.1 -0.1
O 1.309168 -0.152657 -2.292222 0.0 0.0 0.0
O 0.306675 0.616531 -0.437634 -0.4 -0.1 0.2
C 2.738700 2.342937 2.747922 0.7 -0.1 -0.5
O 3.434473 2.803500 3.610267 -0.2 0.0 0.0
O 1.435269 2.291383 2.698426 -0.6 0.3 0.4
H 6.588432 -0.215871 0.959691 0.0 0.1 0.0
H 5.256461 1.244458 2.252283 0.0 0.0 0.0
H 4.028661 -0.645475 -1.436514 -0.1 0.0 0.0
F -1.899789 2.409284 -4.925672 0.0 0.0 0.0
C -1.574586 2.627157 -3.661089 0.0 0.0 0.1
C -2.562276 2.637258 -2.690093 -0.1 0.0 0.1
F -3.828109 2.401620 -3.038318 0.0 0.0 0.0
C -2.236797 2.856224 -1.363131 0.1 -0.2 0.0
F -3.209011 2.838765 -0.458757 0.0 0.0 0.0
C -0.914886 3.049866 -0.972936 0.2 0.2 0.3
S -0.455131 3.293844 0.702505 -0.2 0.5 -0.6
C 0.057647 3.049446 -1.976723 -0.1 0.1 0.1
F 1.333640 3.211699 -1.631599 0.0 0.0 -0.2
C -0.249396 2.838191 -3.305233 0.0 0.0 0.1
F 0.696669 2.832998 -4.235616 0.0 0.0 0.0
F -1.271466 -0.435165 5.727983 -0.2 -0.1 -0.2
C -0.958213 0.340876 4.697820 0.3 0.1 -0.1
F -1.568430 1.513490 4.851431 -0.2 -0.1 -0.2
F 0.366601 0.567029 4.729298 -0.1 0.0 0.2
S -1.305545 -0.448220 3.021320 -0.1 0.8 2.8
O -0.927146 0.800332 2.289111 -0.2 -0.2 -0.5
O -2.696940 -0.761312 3.098572 -0.1 -0.1 -0.3
N -0.290890 -1.642168 3.318069 0.1 0.1 -0.6
S 1.156572 -1.593631 2.767259 0.5 -0.2 -0.4
O 2.161879 -1.917688 3.716310 -0.1 -0.1 0.3
O 1.433554 -0.388731 1.970206 0.1 -0.6 0.3
C 1.363168 -2.951154 1.465829 0.1 -0.2 -0.2
F 0.252614 -3.616580 1.178473 0.0 0.1 0.2
F 1.830187 -2.404928 0.333217 -0.1 0.0 0.1
F 2.272263 -3.823184 1.891168 -0.1 0.1 0.1
C -3.782096 -2.133542 0.572648 0.0 0.3 0.3
S -2.505983 -0.884005 0.250811 0.1 -1.0 -0.5
O -1.286114 -1.363410 1.041229 -0.6 0.0 -0.9
C -2.212403 -1.426895 -1.438680 -0.1 0.4 0.0
C -3.065446 -0.939937 -2.419531 0.0 0.1 0.1
C -2.874686 -1.323730 -3.735984 0.0 0.0 0.0
C -1.832158 -2.181934 -4.060952 0.0 0.0 -0.1
C -0.991761 -2.668281 -3.072231 -0.1 0.0 0.0
C -1.186942 -2.295447 -1.751551 0.2 0.0 0.3
H -3.395975 -3.122621 0.340383 0.1 0.0 -0.1
H -4.646079 -1.900105 -0.046512 0.0 0.0 0.0
H -4.031353 -2.053232 1.626511 -0.1 0.0 0.0
H -3.880459 -0.278609 -2.149548 0.0 0.1 -0.1
H -3.536057 -0.952907 -4.507563 0.0 0.0 0.0
H -1.675757 -2.470462 -5.091500 0.0 0.0 0.0
H -0.185274 -3.342244 -3.324417 0.0 0.0 0.0
H -0.547766 -2.658730 -0.960610 0.1 0.0 0.0



Table of total energy (Eh), in record order: -5200.4398, -4193.2224, -5549.1327